Density functional theory data (ωB97M-V with the def2-TZVPD basis set) for C40H49BCl3N9S4Tc as an isolated structure in a non-equilibrium geometry.

The value obtained for the energy above the lowest of the compared OMol25 structures with the same formula, charge and spin is 355.01 kJ/mol. The value obtained for the HOMO energy (spin up / spin down) is -13.05 / -12.73 eV. The frontier orbital gap (spin up / spin down) is 0.280 / 0.178 Ha. The value obtained for the largest force on an atom is 0.0850 hartree/bohr. As for the lowest unoccupied orbital energy (spin up / spin down): -5.440 / -7.883 eV.

The geometry in ORCA input format:
```
! wB97M-V def2-TZVPD RIJCOSX def2/J DEFGRID3
* xyz 2 4
Tc -0.479 0.434 0.728
C 1.644 0.898 -4.289
C 0.548 -0.042 -3.946
C 0.126 -1.037 -4.788
C -0.896 -1.916 -4.361
N -1.409 -1.803 -3.162
N -0.985 -0.886 -2.320
B -1.689 -0.997 -0.924
N -3.093 -0.379 -1.142
N -3.960 -1.108 -1.828
C -5.035 -0.560 -2.334
C -5.228 0.839 -2.270
C -4.380 1.606 -1.519
C -4.548 3.076 -1.400
C -3.319 0.924 -0.862
S -2.375 1.767 0.286
C -6.068 -1.401 -3.041
C -5.735 -2.886 -2.918
C -7.430 -1.132 -2.380
C -6.123 -0.977 -4.519
N -1.680 -2.447 -0.506
N -2.788 -2.975 -0.010
C -2.826 -4.216 0.393
C -1.695 -5.054 0.241
C -0.523 -4.531 -0.220
C 0.711 -5.350 -0.333
C -0.506 -3.146 -0.544
S 0.955 -2.382 -0.875
C -4.054 -4.752 1.091
C -3.724 -4.785 2.594
C -5.258 -3.846 0.848
C -4.385 -6.167 0.594
C -0.047 0.018 -2.654
S 0.452 1.164 -1.516
C -1.519 -2.973 -5.243
C -0.800 -3.131 -6.581
C -2.961 -2.506 -5.480
C -1.545 -4.311 -4.497
H 1.979 0.753 -5.311
H 2.476 0.718 -3.608
H 1.333 1.934 -4.161
H 0.576 -1.145 -5.762
H -6.039 1.294 -2.813
H -5.193 3.456 -2.190
H -3.587 3.583 -1.426
H -5.013 3.312 -0.445
H -5.974 -3.227 -1.916
H -4.680 -3.060 -3.094
H -6.321 -3.462 -3.628
H -7.382 -1.299 -1.304
H -8.169 -1.812 -2.796
H -7.775 -0.117 -2.562
H -5.141 -1.040 -4.977
H -6.491 0.038 -4.638
H -6.794 -1.642 -5.054
H -1.745 -6.094 0.512
H 0.469 -6.408 -0.271
H 1.398 -5.104 0.478
H 1.229 -5.139 -1.267
H -3.626 -3.775 2.988
H -2.798 -5.325 2.786
H -4.530 -5.285 3.126
H -4.994 -2.805 1.004
H -6.072 -4.114 1.517
H -5.593 -3.965 -0.177
H -3.678 -6.907 0.959
H -4.395 -6.198 -0.493
H -5.370 -6.459 0.947
H -0.836 -2.215 -7.166
H -1.292 -3.907 -7.161
H 0.238 -3.426 -6.443
H -2.975 -1.575 -6.042
H -3.441 -2.357 -4.519
H -3.515 -3.255 -6.037
H -0.536 -4.686 -4.343
H -2.093 -5.043 -5.081
H -2.037 -4.199 -3.535
Cl 3.759 1.377 2.898
C 3.461 -0.368 2.564
Cl 4.858 -1.058 1.692
Cl 3.191 -1.210 4.120
C 2.254 -0.430 1.804
N 1.214 -0.349 1.298
C -1.521 -0.787 1.851
H -1.161 -1.709 2.311
H -2.591 -0.691 2.041
S 2.272 5.569 4.030
C 1.487 4.209 3.282
C 1.692 4.032 1.908
C 1.079 2.985 1.265
N 0.284 2.111 1.888
C 0.084 2.269 3.200
C 0.663 3.285 3.929
C 1.895 5.387 5.780
C 0.633 5.655 6.288
C 0.464 5.558 7.666
N 1.455 5.239 8.469
C 2.655 4.997 7.994
C 2.936 5.053 6.633
H 2.321 4.714 1.361
H 1.230 2.854 0.202
H -0.571 1.554 3.680
H 0.461 3.364 4.985
H -0.183 5.946 5.648
H -0.491 5.751 8.133
H 3.423 4.748 8.713
H 3.925 4.857 6.250
*
```

Density functional theory data (ωB97M-V with the def2-TZVPD basis set) for a 2-piece molecular cluster, C2H6N2O overall in a non-equilibrium geometry.

The value obtained for the energy above the lowest of the compared OMol25 structures with the same formula, charge and spin is 671.04 kJ/mol. The value obtained for the HOMO energy is -8.90 eV. The frontier orbital gap is 0.344 Ha. The value obtained for the largest force on an atom is 0.1015 hartree/bohr. As for the lowest unoccupied orbital energy: 0.449 eV.

The geometry in ORCA input format:
```
! wB97M-V def2-TZVPD RIJCOSX def2/J DEFGRID3
* xyz 0 1
C -1.800 0.187 0.265
C 1.618 -0.611 0.255
H -1.638 0.384 1.283
H -2.768 -0.260 0.140
H -1.623 1.053 -0.461
H 0.400 0.743 -0.871
H 1.729 -1.653 0.786
H 1.721 1.196 -0.553
N 0.474 -0.412 -0.623
N 2.627 0.200 0.081
O -0.740 -0.827 -0.302
*
```

Density functional theory data (ωB97M-V with the def2-TZVPD basis set) for C4H13N2O as an isolated structure in a non-equilibrium geometry.

The value obtained for the energy above the lowest of the compared OMol25 structures with the same formula, charge and spin is 279.43 kJ/mol. The value obtained for the HOMO energy is -14.90 eV. The frontier orbital gap is 0.408 Ha. The value obtained for the largest force on an atom is 0.0367 hartree/bohr. As for the lowest unoccupied orbital energy: -3.803 eV.

The geometry in ORCA input format:
```
! wB97M-V def2-TZVPD RIJCOSX def2/J DEFGRID3
* xyz 1 1
C -1.177 0.992 1.566
C 0.626 2.268 0.685
N -0.008 1.165 0.680
H -0.923 0.288 2.413
H -2.073 0.609 0.996
H -1.458 1.957 2.065
H 0.105 3.089 1.202
H 1.575 2.388 0.190
H 0.547 0.121 0.074
C 0.066 -2.072 0.215
N 0.757 -0.952 -0.525
C 0.307 -0.753 -1.932
O 0.143 0.603 -2.242
H -0.913 -1.731 0.483
H 0.629 -2.267 1.126
H 0.048 -3.019 -0.349
H 1.755 -1.237 -0.442
H 0.924 -1.250 -2.669
H -0.653 -1.238 -2.055
H -0.276 1.041 -1.481
*
```

Density functional theory data (ωB97M-V with the def2-TZVPD basis set) for one molecule with the formula C2H4N6S2 in a non-equilibrium geometry.

The value obtained for the energy above the lowest of the compared OMol25 structures with the same formula, charge and spin is 398.09 kJ/mol. The value obtained for the HOMO energy is -7.15 eV. The frontier orbital gap is 0.256 Ha. The value obtained for the largest force on an atom is 0.0840 hartree/bohr. As for the lowest unoccupied orbital energy: -0.172 eV.

The geometry in ORCA input format:
```
! wB97M-V def2-TZVPD RIJCOSX def2/J DEFGRID3
* xyz 0 1
C 1.843 -0.667 -0.107
C 0.481 -0.367 -0.064
N 2.323 1.706 -0.392
N 3.403 1.605 -0.166
N 4.607 1.617 -0.144
N 2.762 -1.432 -0.232
N -0.347 -0.847 0.861
N -0.045 0.517 -0.962
S 5.525 0.306 0.341
S 4.302 -1.608 -0.232
H -1.126 -0.343 1.321
H 0.230 -1.378 1.534
H 0.587 1.184 -1.309
H -0.783 1.051 -0.380
*
```

Density functional theory data (ωB97M-V with the def2-TZVPD basis set) for one molecule with the formula C20H26ClFN2O2.

The value obtained for the HOMO energy is -9.26 eV. Its SMILES is O=C(NCc1ccc(F)cc1Cl)[C@@H]1CC(=O)N(C2CCCCCCC2)C1. The frontier orbital gap is 0.368 Ha. The value obtained for the largest force on an atom is 0.0113 hartree/bohr. As for the lowest unoccupied orbital energy: 0.751 eV.

The geometry in ORCA input format:
```
! wB97M-V def2-TZVPD RIJCOSX def2/J DEFGRID3
* xyz 0 1
O 2.578 2.977 -1.315
C 2.428 2.381 -0.268
N 2.965 1.166 -0.034
C 3.666 0.431 -1.068
C 2.777 -0.644 -1.639
C 2.075 -0.425 -2.818
C 1.205 -1.373 -3.327
C 1.046 -2.559 -2.635
F 0.201 -3.492 -3.112
C 1.721 -2.817 -1.456
C 2.578 -1.847 -0.962
Cl 3.381 -2.143 0.542
C 1.572 2.954 0.860
C 1.985 2.519 2.264
C 1.208 1.225 2.486
O 1.451 0.364 3.302
N 0.198 1.199 1.591
C -0.747 0.099 1.498
C -0.597 -0.602 0.133
C -1.555 -0.161 -0.979
C -2.575 -1.239 -1.347
C -3.333 -1.849 -0.166
C -4.009 -0.840 0.769
C -3.218 -0.482 2.033
C -2.144 0.600 1.885
C 0.156 2.359 0.731
H 2.759 0.664 0.816
H 3.930 1.155 -1.842
H 4.573 -0.007 -0.644
H 2.209 0.513 -3.335
H 0.657 -1.203 -4.239
H 1.570 -3.748 -0.935
H 1.559 4.037 0.731
H 3.057 2.375 2.391
H 1.653 3.245 3.010
H -0.414 -0.600 2.275
H 0.433 -0.441 -0.190
H -0.703 -1.675 0.283
H -0.982 0.078 -1.878
H -2.085 0.745 -0.692
H -3.296 -0.803 -2.043
H -2.064 -2.048 -1.873
H -4.098 -2.506 -0.587
H -2.667 -2.483 0.420
H -4.953 -1.276 1.103
H -4.257 0.069 0.219
H -3.939 -0.116 2.768
H -2.768 -1.385 2.449
H -2.489 1.363 1.186
H -2.023 1.091 2.855
H -0.078 2.077 -0.297
H -0.599 3.076 1.080
*
```